[1]
Below is C17H18AsF6IrNO10SSe as an isolated structure in a non-equilibrium geometry, with properties calculated with ωB97M-V/def2-TZVPD.

Total charge   -2
Largest force on an atom   6.59 eV Å⁻¹
2S+1   2
Energy above the lowest of the compared OMol25 structures with the same formula, charge and spin   558.06 kJ/mol
Orbital gap (alpha / beta)   6.47 / 6.28 eV
<S²>   0.755

Geometry as XYZ:
```
56
C17H18AsF6IrNO10SSe (ωB97M-V/def2-TZVPD)
Ir -1.47 -1.36 0.65
O -4.90 0.57 -0.51
S -3.69 0.38 0.25
O -3.60 1.53 1.25
O -3.65 -0.94 0.92
O -2.46 0.46 -0.59
C -2.35 3.10 3.12
As -1.70 2.20 1.50
C 0.36 2.56 2.00
C -1.92 3.72 0.24
H -1.74 3.95 3.40
H -2.36 2.36 3.92
H -3.38 3.41 2.92
H 0.52 3.64 2.11
H 0.98 2.12 1.22
H 0.48 2.04 2.95
H -1.48 4.63 0.65
H -2.98 3.85 0.05
H -1.41 3.47 -0.70
C 1.54 -1.42 4.63
C 2.20 -1.50 3.25
C 1.26 -1.98 2.25
N 0.51 -2.30 1.44
H 2.22 -0.97 5.35
H 1.23 -2.40 4.98
H 0.63 -0.82 4.58
H 3.06 -2.17 3.27
H 2.53 -0.51 2.92
O -3.88 -0.86 3.78
Se -2.36 -1.22 3.43
O -1.55 -1.43 4.82
O -1.50 -0.02 2.58
O -2.09 -2.52 2.46
F 5.44 1.71 -5.13
C 4.22 1.43 -5.66
F 3.85 2.57 -6.30
F 4.44 0.51 -6.63
C 3.24 1.00 -4.64
C 2.95 1.86 -3.59
C 2.06 1.48 -2.60
C 1.45 0.22 -2.64
C 1.73 -0.63 -3.73
C 2.62 -0.24 -4.71
C 0.59 -0.23 -1.61
C -0.06 -0.70 -0.70
H 3.43 2.84 -3.55
H 1.83 2.14 -1.78
H 1.24 -1.59 -3.76
H 2.84 -0.90 -5.54
F -1.67 -6.25 -1.23
C -0.99 -5.25 -1.85
F 0.25 -5.24 -1.33
F -0.86 -5.63 -3.14
C -1.74 -3.84 -1.71
O -2.46 -3.55 -2.65
O -1.45 -3.30 -0.62
```

Mulliken atomic charge list, values in e, 5 entries: atom 1 (Ir): 2.584, atom 2 (O): -0.703, atom 3 (S): 1.070, atom 4 (O): -0.589, atom 5 (O): -0.680

=====

[2]
Below is C17H18BClN6O2V as an isolated structure in a non-equilibrium geometry, with properties calculated with ωB97M-V/def2-TZVPD.

Largest force on an atom   3.40 eV Å⁻¹
2S+1   4
Energy above the lowest of the compared OMol25 structures with the same formula, charge and spin   0.00 kJ/mol
Orbital gap (alpha / beta)   7.41 / 9.63 eV
<S²>   3.764

Geometry as XYZ:
```
46
C17H18BClN6O2V (ωB97M-V/def2-TZVPD)
H -0.42 3.01 0.61
N 0.02 1.76 -1.05
B 0.63 0.88 -3.33
N 0.51 2.04 -2.33
C 0.66 3.37 -2.49
V -0.40 -0.10 -0.51
H 1.02 3.77 -3.43
C 0.30 3.99 -1.29
H 0.31 5.04 -1.10
C -0.08 2.96 -0.41
H 1.10 1.28 -4.37
C -2.19 -2.49 0.91
H -2.67 -2.60 1.90
H -1.21 -2.95 0.94
H -2.82 -2.97 0.16
N -0.78 0.25 -3.39
N 1.52 -0.21 -2.71
N -1.37 -0.24 -2.21
N 1.15 -0.78 -1.49
C -1.63 0.08 -4.41
C 2.56 -0.88 -3.22
H -1.32 0.43 -5.39
H 2.95 -0.59 -4.19
C -2.79 -0.52 -3.93
C 2.93 -1.87 -2.32
C -2.61 -0.70 -2.56
C 2.05 -1.78 -1.24
H -3.65 -0.77 -4.52
H 3.74 -2.57 -2.43
H -3.27 -1.09 -1.80
H 1.98 -2.31 -0.30
H -2.08 -1.40 0.68
Cl 0.68 0.57 7.88
C 0.59 0.23 6.21
C 0.71 -1.10 5.76
C 0.65 -1.37 4.39
C 0.40 -0.33 3.49
C 0.27 0.99 3.93
C 0.37 1.27 5.30
C 0.18 -0.64 2.04
O 0.67 -1.64 1.48
O -0.63 0.19 1.40
H 0.86 -1.90 6.48
H 0.74 -2.39 4.01
H 0.07 1.78 3.22
H 0.26 2.29 5.67
```

Mulliken atomic charge list, values in e, 5 entries: atom 1 (H): 0.454, atom 2 (N): -0.030, atom 3 (B): 0.114, atom 4 (N): -0.041, atom 5 (C): -0.101

=====

[3]
Below is C17H18BN7O2S2Sn as an isolated structure in a non-equilibrium geometry, with properties calculated with ωB97M-V/def2-TZVPD.

Total charge   +4
Largest force on an atom   4.17 eV Å⁻¹
2S+1   1
Energy above the lowest of the compared OMol25 structures with the same formula, charge and spin   56.62 kJ/mol
Orbital gap (alpha / beta)   3.23 / 2.79 eV

Geometry as XYZ:
```
48
C17H18BN7O2S2Sn (ωB97M-V/def2-TZVPD)
C -2.27 -1.70 1.35
N -1.10 -1.93 0.71
N -1.08 -3.23 0.28
C -2.23 -3.82 0.65
C -3.00 -2.89 1.34
B 0.18 -3.82 -0.45
N 0.37 -3.04 -1.79
N 0.50 -1.67 -1.77
C 0.78 -1.26 -3.02
C 0.85 -2.38 -3.85
C 0.56 -3.48 -3.05
Sn 0.25 -0.36 0.08
N 1.42 -3.40 0.43
N 1.64 -2.09 0.75
C 2.74 -2.02 1.52
C 3.23 -3.32 1.70
C 2.37 -4.16 1.00
H 3.12 -1.08 1.90
H 2.35 -5.23 0.86
H 4.09 -3.60 2.28
H 0.12 -5.01 -0.60
H 0.47 -4.53 -3.28
H -2.41 -4.85 0.38
H 1.10 -2.38 -4.89
H -3.97 -3.04 1.77
H 0.92 -0.21 -3.27
H -2.50 -0.73 1.75
H 1.78 1.62 -1.44
C 1.25 2.35 -2.07
H 1.77 2.47 -3.03
H 0.23 1.99 -2.26
H 1.19 3.31 -1.55
O 1.28 2.49 2.74
S -0.16 2.40 2.64
O -0.93 1.96 3.78
N -0.57 1.41 1.31
C -1.31 2.04 0.38
S -1.69 1.07 -0.97
C -1.41 3.46 0.61
C -1.73 4.45 -0.34
C -1.42 5.78 -0.07
C -0.87 6.14 1.17
C -0.54 5.16 2.12
C -0.80 3.83 1.82
H -2.20 4.13 -1.27
H -1.61 6.55 -0.82
H -0.69 7.19 1.39
H -0.08 5.42 3.07
```

Mulliken atomic charge list, values in e, 5 entries: atom 1 (C): -0.010, atom 2 (N): 0.194, atom 3 (N): 0.003, atom 4 (C): 0.004, atom 5 (C): -0.977

=====

[4]
Below is C17H18BN7O3PbS as an isolated structure in a non-equilibrium geometry, with properties calculated with ωB97M-V/def2-TZVPD.

Largest force on an atom   2.07 eV Å⁻¹
2S+1   1
Orbital gap   7.48 eV

Geometry as XYZ:
```
48
C17H18BN7O3PbS (ωB97M-V/def2-TZVPD)
H 1.84 -1.89 2.80
N -0.03 -1.92 1.72
B -2.14 -2.94 0.58
N -1.01 -2.90 1.65
C -0.82 -3.81 2.64
Pb -0.50 0.41 2.30
H -1.53 -4.61 2.79
C 0.36 -3.49 3.31
H 0.77 -4.02 4.16
C 0.87 -2.35 2.66
H -2.96 -3.75 0.94
C -0.30 0.72 -2.77
H 0.36 1.58 -2.60
H -1.07 0.76 -2.00
H -0.76 0.79 -3.76
N -1.68 -3.43 -0.85
N -2.79 -1.53 0.53
N -1.01 -2.57 -1.69
N -2.09 -0.33 0.66
C -1.88 -4.64 -1.46
C -4.10 -1.27 0.43
H -2.37 -5.47 -0.96
H -4.83 -2.07 0.44
C -1.35 -4.56 -2.75
C -4.28 0.11 0.38
C -0.82 -3.25 -2.85
C -3.00 0.67 0.48
H -1.36 -5.34 -3.49
H -5.22 0.62 0.32
H -0.32 -2.84 -3.72
H -2.69 1.71 0.41
H 0.24 -0.21 -2.70
O 2.97 4.78 3.21
S 2.14 5.00 2.06
O 1.68 6.34 1.79
N 0.96 3.83 1.92
C 1.10 2.96 0.92
O 0.40 1.88 0.72
C 2.25 3.32 0.06
C 2.74 2.62 -1.04
C 3.92 3.08 -1.64
C 4.60 4.20 -1.13
C 4.12 4.86 0.01
C 2.95 4.38 0.59
H 2.18 1.75 -1.39
H 4.31 2.54 -2.50
H 5.52 4.57 -1.61
H 4.64 5.72 0.43
```

Mulliken atomic charge list, values in e, 5 entries: atom 1 (H): 0.538, atom 2 (N): -0.721, atom 3 (B): 0.161, atom 4 (N): 0.359, atom 5 (C): -0.112

=====

[5]
Below is C17H18ClF6IN3O4PtS2Si as an isolated structure, with properties calculated with ωB97M-V/def2-TZVPD.

Total charge   -1
Largest force on an atom   0.75 eV Å⁻¹
2S+1   3
Energy above the lowest of the compared OMol25 structures with the same formula, charge and spin   28.92 kJ/mol
Orbital gap (alpha / beta)   5.38 / 7.41 eV
<S²>   2.021

Geometry as XYZ:
```
54
C17H18ClF6IN3O4PtS2Si (ωB97M-V/def2-TZVPD)
Pt -0.05 -0.22 -0.26
F -1.36 0.29 5.18
C -0.49 -0.14 4.26
F -0.86 -1.36 3.88
F 0.71 -0.22 4.83
S -0.41 1.04 2.84
O 0.85 0.73 2.20
O -0.59 2.35 3.39
N -1.64 0.50 2.00
S -2.49 1.51 1.10
O -1.79 1.94 -0.08
O -3.23 2.49 1.85
C -3.78 0.31 0.57
F -4.67 0.98 -0.17
F -3.30 -0.70 -0.15
F -4.41 -0.21 1.62
Cl 0.18 5.72 -2.93
C 0.71 4.17 -2.32
C 1.15 4.06 -1.01
C 1.57 2.83 -0.54
C 1.57 1.69 -1.35
C 1.96 0.38 -0.83
C 1.11 1.84 -2.68
C 0.69 3.06 -3.16
H 1.14 4.93 -0.37
H 1.89 2.74 0.50
H 2.55 0.41 0.08
H 2.29 -0.34 -1.57
H 1.06 0.96 -3.31
H 0.33 3.16 -4.17
C -0.34 -2.32 -5.81
Si -1.56 -2.61 -4.41
C -3.23 -1.97 -4.93
C -1.69 -4.45 -4.11
C -1.00 -1.77 -2.91
C -0.64 -1.17 -1.91
H -0.66 -2.84 -6.72
H 0.65 -2.68 -5.53
H -0.26 -1.26 -6.03
H -3.60 -2.49 -5.82
H -3.18 -0.90 -5.16
H -3.96 -2.10 -4.13
H -2.03 -4.97 -5.02
H -2.41 -4.67 -3.32
H -0.73 -4.87 -3.82
I 2.08 -5.71 2.06
C 0.89 -4.14 1.49
C -0.47 -4.18 1.23
N -0.82 -2.93 0.90
N 0.21 -2.09 0.93
C 1.26 -2.81 1.28
H -1.18 -4.99 1.26
H -1.72 -2.57 0.61
H 2.23 -2.34 1.37
```

Mulliken atomic charge list, values in e, 5 entries: atom 1 (Pt): 1.244, atom 2 (F): -0.237, atom 3 (C): 0.541, atom 4 (F): -0.209, atom 5 (F): -0.233